No. 1
Computed, not measured: a structure of composition C29H28Ge2N2O10STi in a non-equilibrium geometry, with wB97M-V/def2-TZVPD.

Last column: Löwdin spin population.
CARTESIAN COORDINATES (ANGSTROEM)
Ti (0.06, -0.91, -1.34)  0.9364
O (0.82, 0.29, 2.49)  0.0054
C (1.05, 0.12, 1.33)  0.0040
O (0.27, -0.72, 0.58)  0.0197
C (2.21, 0.74, 0.62)  0.0008
C (3.01, 1.57, 1.38)  -0.0003
C (4.14, 2.13, 0.82)  0.0004
C (4.50, 1.88, -0.49)  -0.0004
C (3.69, 1.07, -1.25)  0.0000
C (2.54, 0.46, -0.73)  -0.0008
O (1.83, -0.38, -1.46)  -0.0100
N (4.09, 0.85, -2.65)  0.0000
O (5.28, 0.92, -2.89)  -0.0001
O (3.21, 0.80, -3.49)  0.0002
N (4.99, 3.00, 1.64)  0.0001
O (4.66, 3.18, 2.79)  0.0001
O (5.96, 3.49, 1.10)  0.0001
H (2.76, 1.77, 2.41)  0.0000
H (5.40, 2.31, -0.91)  0.0000
C (-2.67, -4.44, 2.61)  0.0000
Ge (-2.14, -2.64, 2.10)  0.0004
C (-3.30, -1.88, 0.73)  0.0006
C (-1.99, -1.45, 3.63)  0.0001
Ge (0.18, -2.76, 1.16)  0.0078
C (1.73, -2.82, 2.28)  0.0033
C (1.54, -3.14, 3.62)  0.0005
C (2.61, -3.13, 4.51)  0.0002
C (3.88, -2.80, 4.05)  -0.0002
C (4.08, -2.48, 2.71)  0.0001
C (3.01, -2.50, 1.83)  0.0001
C (0.38, -3.23, -0.74)  0.0088
C (1.58, -3.31, -1.47)  -0.0014
C (1.59, -3.76, -2.78)  0.0034
C (0.41, -4.16, -3.39)  0.0021
C (-0.79, -4.10, -2.70)  0.0007
C (-0.80, -3.64, -1.39)  0.0008
H (-3.68, -4.40, 3.03)  0.0000
H (-2.01, -4.85, 3.37)  0.0000
H (-2.69, -5.12, 1.76)  0.0000
H (-4.27, -1.72, 1.20)  0.0001
H (-3.46, -2.54, -0.12)  0.0000
H (-2.95, -0.91, 0.38)  0.0002
H (-2.99, -1.27, 4.02)  0.0000
H (-1.53, -0.50, 3.37)  0.0000
H (-1.40, -1.91, 4.43)  0.0000
H (0.55, -3.38, 3.99)  0.0001
H (2.45, -3.38, 5.55)  0.0000
H (4.71, -2.78, 4.74)  0.0000
H (5.07, -2.22, 2.36)  0.0000
H (3.19, -2.23, 0.79)  0.0000
H (2.52, -3.02, -1.01)  -0.0001
H (2.52, -3.80, -3.32)  0.0001
H (0.43, -4.51, -4.41)  0.0001
H (-1.71, -4.40, -3.18)  0.0000
H (-1.74, -3.61, -0.86)  0.0000
C (0.09, 4.76, -6.33)  0.0000
C (-0.35, 3.58, -5.51)  -0.0002
C (0.57, 2.64, -5.05)  0.0001
C (0.17, 1.54, -4.31)  0.0002
C (-1.19, 1.39, -4.04)  0.0017
C (-2.13, 2.30, -4.50)  0.0001
C (-1.70, 3.39, -5.23)  0.0002
S (-1.72, 0.04, -3.09)  0.0032
O (-0.75, -1.09, -3.29)  0.0137
O (-3.09, -0.24, -3.33)  -0.0007
O (-1.43, 0.36, -1.62)  -0.0020
H (1.17, 4.87, -6.32)  0.0000
H (-0.36, 5.68, -5.96)  0.0000
H (-0.23, 4.64, -7.37)  0.0000
H (1.63, 2.77, -5.27)  0.0000
H (0.90, 0.82, -3.97)  0.0002
H (-3.18, 2.15, -4.28)  0.0000
H (-2.43, 4.11, -5.59)  0.0000

Its spin multiplicity is 2. Its total charge is +1. The calculation puts the HOMO-LUMO gap (alpha / beta) at 8.2 / 8.2 eV. The calculated total energy is -200957.4690 eV. As for the relative energy (zero: lowest compared OMol25 entry of this formula, charge and spin): 0.0 kcal per mole. As for the expectation value of S²: 0.7523.

=====

No. 2
Computed, not measured: a structure of composition C29H28GeN4OSr in a non-equilibrium geometry, with wB97M-V/def2-TZVPD.

Last column: natural (NBO) charge in e.
CARTESIAN COORDINATES (ANGSTROEM)
Sr (0.88, -3.75, 1.80)  1.7945
C (2.48, -3.31, 4.95)  -0.3281
C (3.06, -4.20, 4.02)  -0.4104
C (3.56, -3.41, 2.92)  -0.4666
C (3.24, -2.07, 3.21)  -0.3904
C (2.54, -1.99, 4.48)  -0.3552
H (2.04, -3.56, 5.91)  0.1986
H (3.10, -5.28, 4.07)  0.2073
H (4.15, -3.75, 2.09)  0.2050
H (3.57, -1.15, 2.66)  0.1954
H (2.24, -1.08, 5.06)  0.1975
C (1.58, -2.27, -0.71)  -1.0587
Ge (0.77, -0.56, -0.50)  0.9885
C (-1.20, -0.40, -0.79)  -0.3991
C (-1.93, -0.87, 0.23)  -0.2164
C (-3.24, -0.36, 0.53)  -0.2077
C (-3.77, 0.56, -0.34)  -0.2314
C (-3.06, 0.95, -1.48)  -0.2383
C (-1.82, 0.44, -1.73)  -0.2139
C (1.39, 1.19, 0.21)  -0.3730
C (1.56, 1.21, 1.57)  -0.2276
C (1.71, 2.45, 2.24)  -0.2039
C (1.68, 3.64, 1.56)  -0.2447
C (1.53, 3.63, 0.17)  -0.2201
C (1.27, 2.46, -0.52)  -0.2234
C (-1.32, -2.97, 3.35)  -0.5274
C (-0.97, -3.90, 4.44)  -0.2377
C (-1.85, -4.68, 5.30)  -0.2392
C (-3.22, -4.51, 5.24)  -0.2540
C (-3.60, -3.42, 4.38)  -0.2740
C (-2.72, -2.89, 3.36)  -0.2815
H (-1.52, -1.54, 1.00)  0.2464
H (-3.81, -0.75, 1.42)  0.2269
H (-4.66, 1.16, -0.13)  0.1920
H (-3.60, 1.54, -2.25)  0.1891
H (-1.30, 0.83, -2.60)  0.1884
H (1.73, 0.25, 2.12)  0.2495
H (1.85, 2.36, 3.32)  0.2108
H (1.88, 4.58, 2.06)  0.1977
H (1.49, 4.62, -0.32)  0.1897
H (1.13, 2.38, -1.57)  0.2022
H (0.03, -4.20, 4.67)  0.1850
H (-1.50, -5.30, 6.08)  0.1926
H (-3.88, -5.31, 5.82)  0.1880
H (-4.61, -3.14, 4.22)  0.1675
H (-3.20, -2.49, 2.52)  0.1563
C (0.25, 3.07, -4.43)  -0.4159
N (0.87, 3.35, -5.75)  -0.4371
C (0.36, 2.68, -6.88)  -0.3247
C (1.03, 3.50, -8.10)  0.6891
O (1.08, 3.31, -9.28)  -0.6047
N (1.41, 4.62, -7.43)  -0.6773
C (1.15, 4.79, -6.03)  0.4718
N (-0.16, 5.58, -5.92)  -0.8777
H (-0.83, 3.17, -4.49)  0.1891
H (0.64, 3.83, -3.67)  0.2221
H (0.43, 2.03, -4.22)  0.2170
H (-0.74, 2.76, -7.07)  0.1958
H (0.72, 1.66, -6.80)  0.2283
H (-0.06, 6.57, -5.62)  0.3675
H (-0.54, 5.65, -6.82)  0.3533
N (-0.37, -6.20, 2.82)  -0.8679
C (-0.66, -6.87, 3.76)  -0.0773
H (1.69, 5.35, -8.10)  0.4022

Its total charge is -2. The calculation puts the HOMO-LUMO gap (alpha / beta) at 4.8 / 3.4 eV. The calculated total energy is -95876.2138 eV.

=====

No. 3
Computed, not measured: a structure of composition C29H28IIrN3O4Si2 in a non-equilibrium geometry, with wB97M-V/def2-TZVPD.

Last column: natural (NBO) charge in e.
CARTESIAN COORDINATES (ANGSTROEM)
Ir (0.91, 0.57, -0.15)  0.4108
O (-0.77, 0.38, 3.63)  -0.5980
C (-0.45, 0.58, 2.47)  0.6150
N (0.80, 0.66, 1.95)  -0.7247
C (1.99, 0.45, 2.56)  0.6711
O (2.28, 0.57, 3.74)  -0.5775
C (3.09, 0.10, 1.56)  0.1567
C (4.27, -0.45, 2.01)  -0.2029
C (5.23, -0.85, 1.10)  -0.1586
C (4.98, -0.65, -0.25)  -0.2479
C (3.79, -0.07, -0.64)  0.0521
N (2.85, 0.30, 0.25)  -0.4088
C (-1.52, 0.85, 1.43)  0.1351
C (-2.70, 1.43, 1.92)  -0.2349
C (-3.87, 1.99, 1.45)  -0.1314
C (-4.29, 1.49, -1.12)  -0.1306
C (-3.08, 1.23, -1.57)  -0.2596
N (-1.24, 0.55, 0.02)  -0.8807
H (4.39, -0.58, 3.08)  0.2495
H (6.15, -1.32, 1.42)  0.2158
H (5.70, -0.96, -1.01)  0.2224
H (3.55, 0.12, -1.67)  0.2179
H (-2.62, 1.49, 3.00)  0.2479
H (-4.47, 2.39, 2.26)  0.1906
H (-5.16, 1.25, -1.72)  0.2018
H (-2.94, 0.75, -2.54)  0.2201
C (1.25, 3.75, -2.03)  -1.1280
Si (0.61, 2.81, -0.53)  1.3277
C (0.99, 3.93, 0.94)  -1.1361
C (-1.31, 2.83, -0.81)  -0.4572
C (-1.99, 4.04, -1.06)  -0.1785
C (-3.33, 4.42, -0.76)  -0.2463
C (-4.40, 3.77, -0.22)  -0.1379
C (-4.56, 2.29, 0.13)  -0.3686
C (-1.88, 1.59, -0.81)  0.2017
Si (-1.31, -1.26, -0.35)  2.1113
C (-2.10, -2.10, 1.08)  -1.2007
C (-2.17, -1.69, -1.93)  -1.1744
H (0.95, 4.81, -1.97)  0.2158
H (0.88, 3.33, -2.97)  0.2324
H (2.35, 3.72, -2.05)  0.2295
H (0.65, 4.96, 0.77)  0.2188
H (2.07, 3.95, 1.11)  0.2290
H (0.52, 3.55, 1.85)  0.2423
H (-1.36, 4.88, -1.36)  0.1928
H (-3.52, 5.48, -0.93)  0.2020
H (-5.27, 4.39, -0.01)  0.1923
H (-5.62, 2.17, 0.35)  0.2190
H (-3.13, -1.74, 1.24)  0.2449
H (-1.53, -1.94, 2.00)  0.2815
H (-2.12, -3.18, 0.89)  0.2534
H (-3.23, -1.41, -1.92)  0.2398
H (-2.10, -2.78, -2.01)  0.2531
H (-1.69, -1.26, -2.81)  0.2474
I (3.24, -8.05, -2.10)  0.0458
C (2.48, -6.27, -1.32)  -0.2326
C (2.83, -5.87, -0.02)  -0.2655
C (2.34, -4.69, 0.50)  -0.2029
C (1.46, -3.86, -0.27)  -0.2603
C (1.12, -4.30, -1.59)  -0.1690
C (1.62, -5.48, -2.10)  -0.2843
C (0.99, -2.66, 0.31)  0.6523
O (1.24, -2.17, 1.42)  -0.7042
O (0.23, -1.85, -0.61)  -0.9733
H (3.49, -6.49, 0.58)  0.2076
H (2.60, -4.38, 1.50)  0.2210
H (0.46, -3.69, -2.20)  0.2011
H (1.35, -5.79, -3.09)  0.2063

Its spin multiplicity is 5. Its total charge is -1. The calculation puts the HOMO-LUMO gap (alpha / beta) at 4.5 / 6.6 eV. The calculated total energy is -69883.0733 eV. As for the expectation value of S²: 6.1093.

=====

No. 4
Computed, not measured: a cluster of 2 separate species, C29H28NO2 in total in a non-equilibrium geometry, with wB97M-V/def2-TZVPD.

Last column: natural (NBO) charge in e.
CARTESIAN COORDINATES (ANGSTROEM)
C (-4.57, -0.04, 4.03)  -0.2552
O (-3.82, 1.20, 3.94)  -0.4993
C (-2.60, 1.23, 3.33)  0.3074
C (-1.88, 2.45, 3.44)  -0.2549
C (-0.59, 2.57, 2.97)  -0.1802
C (0.06, 1.54, 2.29)  -0.0728
C (1.53, 1.84, 2.03)  -0.4384
C (2.46, 0.73, 1.61)  -0.0822
C (3.65, 1.12, 0.99)  -0.1855
C (4.63, 0.23, 0.64)  -0.2623
C (4.43, -1.16, 0.83)  0.3100
O (5.31, -1.98, 0.17)  -0.5030
C (5.15, -3.42, 0.29)  -0.2555
C (3.28, -1.58, 1.54)  -0.3321
C (2.33, -0.63, 1.96)  -0.1379
C (-0.69, 0.38, 2.03)  -0.1572
C (-1.96, 0.18, 2.60)  -0.3350
H (-5.49, 0.23, 4.55)  0.2108
H (-4.81, -0.41, 3.02)  0.1741
H (-4.02, -0.79, 4.62)  0.1884
H (-2.32, 3.28, 3.99)  0.2300
H (-0.03, 3.49, 3.15)  0.2115
H (1.96, 2.33, 2.97)  0.2312
H (3.81, 2.18, 0.79)  0.2088
H (5.58, 0.55, 0.22)  0.2296
H (6.05, -3.85, -0.18)  0.2103
H (5.09, -3.72, 1.35)  0.1882
H (4.25, -3.73, -0.27)  0.1754
H (3.14, -2.62, 1.86)  0.2234
H (1.50, -0.94, 2.59)  0.2126
H (-0.30, -0.41, 1.37)  0.2051
H (-2.41, -0.82, 2.57)  0.2195
C (-2.49, -1.99, -3.43)  -0.4206
N (-1.72, -0.76, -3.26)  -0.3262
C (-2.36, 0.26, -2.57)  0.2970
C (-1.63, 1.46, -2.27)  -0.1556
C (-0.32, 1.57, -2.73)  0.0450
H (1.67, 2.75, 1.43)  0.2200
C (0.39, 0.40, -3.01)  -0.1557
C (-0.33, -0.81, -3.29)  0.3040
C (0.40, -2.00, -3.45)  -0.2892
C (1.80, -2.02, -3.42)  -0.1042
C (2.49, -0.88, -2.98)  -0.2147
C (1.80, 0.32, -2.83)  -0.1151
C (-2.21, 2.39, -1.36)  -0.1134
C (-3.49, 2.21, -0.87)  -0.2121
C (-4.27, 1.11, -1.29)  -0.1063
C (-3.66, 0.11, -2.05)  -0.2858
H (-1.89, -2.76, -3.89)  0.2307
H (-2.76, -2.30, -2.41)  0.2191
H (-3.38, -1.84, -4.05)  0.2359
H (0.24, 2.47, -2.50)  0.2367
H (-0.11, -2.95, -3.61)  0.2304
H (2.35, -2.93, -3.69)  0.2433
H (3.56, -0.94, -2.80)  0.2495
H (2.34, 1.23, -2.51)  0.2383
H (-1.60, 3.24, -1.03)  0.2379
H (-3.94, 2.94, -0.18)  0.2469
H (-5.33, 1.04, -1.00)  0.2439
H (-4.23, -0.79, -2.25)  0.2353

Its total charge is +1. The calculation puts the HOMO-LUMO gap at 5.0 eV. The calculated total energy is -36104.8873 eV. As for the relative energy (zero: lowest compared OMol25 entry of this formula, charge and spin): 11.2 kcal per mole.